{"formula": "C18H23NO8", "method": "the ωB97M-V functional and the def2-TZVPD basis", "e_tot_ev": -36906.9876, "smiles": "CCOC(=O)[C@@H]1C(c2c(OC)cc(OC)cc2OC)=NO[C@@H]1C(=O)OCC", "homo_lumo_gap_ev": 8.79, "species": ["C", "C", "O", "C", "O", "C", "C", "C", "C", "O", "C", "C", "C", "O", "C", "C", "C", "O", "C", "N", "O", "C", "C", "O", "O", "C", "C", "H", "H", "H", "H", "H", "H", "H", "H", "H", "H", "H", "H", "H", "H", "H", "H", "H", "H", "H", "H", "H", "H", "H"], "coordinates": [[-0.2338, -3.2802, -1.0610], [0.0445, -2.1837, -2.0779], [0.0572, -0.9004, -1.4443], [-1.1098, -0.3064, -1.2446], [-2.1689, -0.7044, -1.6604], [-0.9495, 0.9801, -0.4584], [-0.0080, 0.8867, 0.7418], [1.3646, 0.3927, 0.6219], [2.2268, 1.1785, -0.1667], [1.6656, 2.3186, -0.6695], [2.4750, 3.2158, -1.3907], [3.5434, 0.8170, -0.3905], [4.0269, -0.3662, 0.1643], [5.2961, -0.8264, 0.0048], [6.2052, -0.0635, -0.7509], [3.1874, -1.1528, 0.9324], [1.8607, -0.7939, 1.1744], [1.1942, -1.7139, 1.9038], [-0.1219, -1.5119, 2.3747], [-0.5279, 1.3606, 1.7939], [-1.8079, 1.7841, 1.5826], [-2.2327, 1.4292, 0.2580], [-3.2410, 0.2749, 0.3852], [-3.0211, -0.7322, 1.0060], [-4.3797, 0.5752, -0.2106], [-5.3871, -0.4435, -0.2079], [-6.6804, 0.1590, -0.7212], [-0.1850, -4.2503, -1.5471], [0.5018, -3.2431, -0.2612], [-1.2259, -3.1484, -0.6347], [1.0398, -2.2897, -2.5135], [-0.7157, -2.1837, -2.8658], [-0.5603, 1.7387, -1.1457], [1.8295, 4.0570, -1.6396], [2.8528, 2.7661, -2.3148], [3.3139, 3.5745, -0.7869], [4.1836, 1.4424, -0.9873], [7.1421, -0.6180, -0.7297], [6.3638, 0.9268, -0.3121], [5.8760, 0.0455, -1.7896], [3.5597, -2.0691, 1.3581], [-0.1899, -0.6264, 3.0103], [-0.3490, -2.4032, 2.9591], [-0.8477, -1.4286, 1.5632], [-2.7240, 2.2937, -0.1925], [-5.4958, -0.8275, 0.8122], [-5.0405, -1.2589, -0.8514], [-6.9977, 0.9736, -0.0758], [-6.5375, 0.5459, -1.7262], [-7.4547, -0.6025, -0.7394]], "mulliken_charge": [-0.930, -0.376, -0.208, 0.293, -0.697, 0.704, -0.499, 0.262, 0.327, -0.333, -1.052, -0.408, 0.441, -0.467, -0.843, -0.593, 0.583, -0.502, -0.638, -0.631, -0.367, 0.172, 0.056, -0.637, -0.303, -0.163, -1.262, 0.455, 0.150, 0.236, 0.338, 0.334, 0.728, 0.271, 0.389, 0.372, 0.597, 0.251, 0.323, 0.320, 0.481, 0.361, 0.303, 0.127, 0.440, 0.305, 0.259, 0.315, 0.318, 0.403]}



{"formula": "C18H24BClF4IN3OPtS", "method": "the ωB97M-V functional and the def2-TZVPD basis", "s_squared": 2.007, "e_tot_ev": -71830.5954, "multiplicity": 3, "homo_lumo_gap_ev": [7.46, 5.82], "species": ["Pt", "Cl", "C", "C", "C", "I", "C", "O", "C", "N", "C", "C", "C", "C", "H", "H", "H", "H", "C", "C", "C", "C", "N", "C", "S", "N", "C", "C", "C", "C", "H", "H", "H", "H", "H", "H", "H", "H", "H", "H", "H", "H", "H", "H", "H", "H", "H", "H", "H", "H", "F", "B", "F", "F", "F"], "coordinates": [[-0.2896, 1.6545, -0.0222], [4.6326, 2.0434, 4.8431], [3.7536, 1.6986, 3.3902], [4.4309, 1.3386, 2.2556], [3.7402, 1.0616, 1.0728], [4.7601, 0.5231, -0.6675], [2.3542, 1.1566, 0.9742], [1.7049, 0.9379, -0.1335], [1.6643, 1.5132, 2.1786], [0.3132, 1.5811, 2.0971], [-0.3976, 1.9591, 3.1325], [0.1968, 2.2743, 4.3611], [1.5578, 2.1898, 4.4877], [2.3439, 1.7989, 3.3841], [5.5105, 1.2826, 2.2737], [-1.4695, 2.0246, 2.9919], [-0.4258, 2.5819, 5.1888], [2.0484, 2.4286, 5.4210], [0.1658, -2.0895, 1.8644], [-0.1074, -3.3683, 1.0759], [-1.0220, -3.1588, -0.1341], [-2.4114, -2.6089, 0.2330], [-2.5017, -1.1526, 0.2560], [-2.4835, -0.3519, -0.8095], [-2.5834, 1.3607, -0.5688], [-2.5124, -0.8891, -2.0259], [-2.3023, -0.1374, -3.2666], [-0.8196, 0.0484, -3.5902], [-0.0627, -1.2509, -3.8743], [-0.6010, -2.0166, -5.0834], [0.9714, -2.2444, 2.5822], [-0.7135, -1.7636, 2.4261], [0.4664, -1.2841, 1.1934], [-0.5488, -4.1236, 1.7325], [0.8406, -3.7714, 0.7144], [-1.1476, -4.1120, -0.6533], [-0.5276, -2.4691, -0.8233], [-2.6839, -2.9615, 1.2269], [-3.1753, -2.9842, -0.4547], [-2.4992, -0.6729, 1.1406], [-2.4012, -1.8896, -2.0964], [-2.7745, 0.8342, -3.1606], [-2.8089, -0.6781, -4.0651], [-0.3442, 0.5760, -2.7588], [-0.7493, 0.6966, -4.4671], [-0.0777, -1.9021, -2.9953], [0.9840, -0.9955, -4.0459], [-1.5865, -2.4442, -4.8878], [0.0667, -2.8373, -5.3451], [-0.6838, -1.3591, -5.9506], [-1.0432, 3.9667, 0.6727], [0.0590, 4.4461, -0.1280], [1.2362, 3.9561, 0.4774], [0.0476, 5.8019, -0.2521], [-0.0940, 3.7813, -1.3877]], "lowdin_spin": [1.427, 0.005, 0.017, -0.002, 0.021, 0.003, 0.000, 0.137, 0.009, 0.116, 0.016, 0.003, 0.002, 0.002, 0.000, 0.003, 0.001, 0.000, -0.001, 0.000, 0.000, 0.001, 0.011, 0.023, 0.090, 0.009, 0.002, 0.007, 0.000, 0.000, 0.000, 0.000, -0.001, 0.000, 0.000, 0.000, 0.000, 0.000, 0.000, 0.001, 0.000, 0.001, 0.000, 0.009, 0.000, 0.000, 0.000, 0.000, 0.000, 0.000, 0.056, 0.004, -0.001, 0.001, 0.027]}



{"formula": "C18H24Cl2F2NO30S2Y", "method": "the ωB97M-V functional and the def2-TZVPD basis", "e_tot_ev": -135149.8838, "homo_lumo_gap_ev": 7.72, "species": ["Y", "Cl", "O", "O", "O", "O", "Cl", "O", "O", "O", "O", "N", "S", "O", "O", "F", "S", "O", "O", "F", "C", "C", "O", "C", "O", "O", "H", "H", "H", "H", "C", "C", "O", "C", "O", "O", "H", "H", "H", "H", "C", "C", "O", "C", "O", "O", "H", "H", "H", "H", "C", "C", "O", "C", "O", "O", "H", "H", "H", "H", "C", "C", "O", "C", "O", "O", "H", "H", "H", "H", "C", "C", "O", "C", "O", "O", "H", "H", "H", "H"], "coordinates": [[15.4099, 10.7240, 11.3299], [12.4673, 13.3234, 11.4525], [11.1271, 12.8729, 11.6693], [13.3779, 12.2331, 11.0562], [12.4689, 14.3433, 10.4394], [13.1041, 13.8202, 12.6394], [12.9309, 7.8176, 10.3577], [13.0717, 7.8102, 8.9160], [13.7268, 6.7428, 10.9192], [13.4190, 9.0879, 10.8448], [11.5389, 7.6789, 10.6656], [17.5760, 10.5401, 11.6275], [18.9239, 10.6565, 10.4663], [19.5675, 9.4319, 10.1062], [19.6415, 11.9136, 10.4205], [18.0045, 10.7602, 9.1609], [18.7073, 10.4503, 12.7476], [19.2091, 11.7164, 13.2155], [19.3808, 9.2139, 12.9686], [17.5111, 10.3413, 13.8785], [15.4747, 6.1717, 15.2214], [16.9559, 6.3939, 14.9480], [16.9759, 7.2522, 13.8359], [15.7252, 7.7217, 13.5649], [15.4590, 8.5286, 12.7338], [14.8768, 7.1920, 14.4321], [15.2868, 6.2654, 16.2896], [15.1387, 5.1755, 14.9355], [17.5233, 5.4828, 14.7689], [17.4168, 6.9665, 15.7565], [16.3754, 16.1059, 10.1406], [17.7020, 15.7353, 9.4532], [17.6486, 14.3328, 9.3974], [16.6107, 13.8873, 10.1435], [16.3601, 12.7282, 10.2616], [16.0213, 14.9049, 10.7898], [15.6550, 16.4688, 9.4057], [16.4783, 16.9624, 10.8070], [18.5842, 16.1579, 9.9253], [17.4628, 16.1060, 8.4556], [11.5195, 10.0478, 15.7143], [12.8122, 9.6795, 16.4833], [13.8277, 9.7895, 15.5345], [13.3377, 10.2459, 14.3662], [13.9592, 10.5292, 13.3867], [12.0290, 10.4517, 14.4577], [11.1387, 10.8444, 16.3539], [10.7728, 9.2589, 15.7533], [12.7049, 8.6887, 16.9248], [12.9732, 10.4174, 17.2695], [13.6601, 10.8568, 5.8100], [14.8890, 11.7577, 5.6914], [15.4691, 11.8015, 6.9769], [14.7616, 11.0752, 7.8028], [15.0585, 10.8805, 8.9502], [13.7560, 10.4411, 7.1773], [13.6462, 10.0051, 5.1347], [12.7907, 11.4814, 5.6098], [14.5815, 12.7462, 5.3417], [15.5524, 11.5180, 4.8584], [16.3109, 15.2634, 14.9610], [17.4719, 14.3976, 15.3795], [17.3198, 13.2147, 14.6023], [16.3457, 13.3689, 13.7270], [15.9761, 12.5175, 12.9652], [15.7545, 14.5686, 13.8582], [16.6649, 16.2528, 14.6716], [15.5362, 15.4006, 15.7158], [17.5095, 14.1554, 16.4400], [18.4250, 14.8593, 15.1197], [16.9580, 7.0567, 6.7819], [17.8120, 6.1723, 7.7310], [17.3627, 6.6622, 8.9939], [16.6923, 7.7957, 8.8833], [16.3380, 8.5238, 9.7711], [16.3197, 8.0034, 7.6354], [16.2274, 6.4801, 6.2198], [17.6595, 7.5260, 6.0922], [18.8587, 6.3309, 7.4908], [17.4186, 5.1708, 7.5779]], "mulliken_charge": [1.371, 1.912, -0.664, -1.031, -0.719, -0.700, 1.869, -0.692, -0.684, -0.899, -0.736, 0.035, 0.866, -0.578, -0.585, -0.260, 0.838, -0.581, -0.625, -0.397, -0.352, -0.412, -0.235, 0.053, 0.836, -0.288, 0.260, 0.273, 0.283, 0.287, -0.589, -0.334, -0.304, -0.232, 0.402, -0.276, 0.271, 0.340, 0.344, 0.297, -0.362, -0.428, -0.283, 0.415, -0.270, -0.298, 0.275, 0.330, 0.261, 0.270, -0.365, -0.437, -0.341, 0.169, 0.834, -0.281, 0.316, 0.270, 0.299, 0.321, -0.355, -0.414, -0.230, 0.012, 1.191, -0.337, 0.259, 0.262, 0.289, 0.298, -0.551, -0.361, -0.301, -0.016, 0.147, -0.162, 0.334, 0.287, 0.293, 0.299]}



{"formula": "C18H24Cl4IrN4O5S2", "method": "the ωB97M-V functional and the def2-TZVPD basis", "e_tot_ev": -109844.8521, "charge": 1, "homo_lumo_gap_ev": 7.12, "species": ["Ir", "Cl", "C", "C", "C", "C", "C", "Cl", "C", "S", "H", "H", "H", "N", "C", "O", "C", "C", "H", "H", "H", "H", "H", "H", "C", "C", "S", "O", "O", "C", "C", "N", "C", "N", "C", "C", "N", "O", "O", "C", "H", "H", "H", "H", "H", "H", "H", "H", "H", "H", "H", "H", "H", "Cl", "C", "Cl", "H", "H"], "coordinates": [[0.1158, -0.7567, -1.9587], [1.3860, -0.0508, -3.8692], [1.3040, 1.7317, -3.8269], [1.6553, 2.3677, -4.9989], [1.6408, 3.7519, -5.0107], [1.2824, 4.4418, -3.8627], [0.9404, 3.7582, -2.7089], [0.5151, 4.6707, -1.3050], [0.9317, 2.3551, -2.6420], [0.5158, 1.5030, -1.1774], [1.9291, 1.7982, -5.8764], [1.9050, 4.2895, -5.9100], [1.2619, 5.5225, -3.8533], [3.4758, -3.0785, -1.5658], [2.2803, -2.5775, -1.8265], [1.9673, -1.4611, -1.3253], [1.3128, -3.3016, -2.7164], [-0.0884, -2.8140, -2.3382], [4.1272, -2.5539, -1.0025], [3.7637, -3.9612, -1.9515], [1.4627, -4.3814, -2.6255], [1.5732, -3.0314, -3.7459], [-0.3535, -3.2801, -1.3841], [-0.8456, -3.1266, -3.0593], [1.2352, 2.0150, 6.4054], [0.4503, 1.8174, 5.1157], [-1.0065, 0.8449, 5.4437], [-0.5860, -0.4256, 5.9816], [-1.9502, 1.6636, 6.1477], [-1.6927, 0.5153, 3.8090], [-1.3901, -0.9114, 3.3637], [-1.5129, -1.0526, 1.9039], [-0.4922, -0.9287, 1.0331], [-0.9425, -1.0619, -0.2208], [-2.2904, -1.2752, -0.1499], [-2.6450, -1.2720, 1.1545], [-3.9798, -1.4271, 1.6714], [-4.8218, -1.7585, 0.8683], [-4.1627, -1.1860, 2.8480], [0.8924, -0.5921, 1.4476], [2.1150, 2.6242, 6.2052], [1.5558, 1.0587, 6.8141], [0.6272, 2.5260, 7.1503], [1.0305, 1.2805, 4.3618], [0.0996, 2.7623, 4.6989], [-1.2873, 1.2551, 3.1160], [-2.7638, 0.6852, 3.9046], [-2.0728, -1.6098, 3.8329], [-0.3831, -1.2070, 3.6396], [-2.9325, -1.4326, -0.9953], [0.9580, 0.4712, 1.6898], [1.5863, -0.7823, 0.6376], [1.1959, -1.1692, 2.3192], [-1.4517, 0.5279, -5.8935], [-1.7839, -0.7921, -4.8092], [-1.9267, -0.2263, -3.0949], [-0.9819, -1.5204, -4.8234], [-2.7484, -1.2319, -5.0353]], "mulliken_charge": [1.700, -0.292, 0.835, -0.893, -0.409, -0.757, 0.271, -0.199, 0.005, -0.449, 0.452, 0.398, 0.427, -0.395, 0.763, -0.867, -0.850, -1.227, 0.255, 0.217, 0.549, 0.294, 0.433, 0.479, -1.326, -0.202, 1.259, -0.671, -0.678, -0.813, -1.275, 0.221, 1.142, -0.428, -0.587, -0.100, 1.041, -0.601, -0.595, -1.605, 0.391, 0.362, 0.354, 0.144, 0.419, 0.517, 0.473, 0.383, 0.488, 0.709, 0.289, 0.230, 0.605, -0.079, -0.275, -0.097, 0.108, 0.455]}